[1]
C9H17N3O4S | ωB97M-V/def2-TZVPD

Each line ends with the natural charge from an NBO analysis.
Positions of all 34 atoms, in Å:
C (0.005, 1.570, 1.159)  -0.146
C (1.333, 0.947, 0.466)  0.712
C (-1.063, 0.577, 1.359)  -0.467
C (-2.104, 1.048, 2.451)  -0.459
C (-3.320, -1.424, 3.228)  -0.772
C (2.240, -0.301, -1.390)  -0.175
C (1.989, 0.933, -2.229)  0.829
C (2.304, -1.594, -1.976)  -0.484
C (0.942, -1.897, -2.490)  0.634
H (-0.082, 3.457, 0.080)  0.374
H (-0.698, 2.192, -0.634)  0.360
H (0.265, 2.032, 2.120)  0.218
H (-1.585, 0.623, 0.356)  0.215
H (-0.835, -0.333, 1.785)  0.219
H (-2.402, 2.134, 2.394)  0.238
H (-1.511, 0.816, 3.607)  0.208
H (-3.255, -1.438, 4.510)  0.227
H (-2.389, -1.867, 2.977)  0.199
H (-4.092, -2.320, 2.752)  0.232
H (0.261, -0.617, -0.617)  0.415
H (3.224, -0.131, -1.053)  0.259
H (2.990, -1.536, -2.784)  0.268
H (2.526, -2.247, -1.145)  0.238
H (-0.003, -3.027, -0.952)  0.414
H (-1.286, -2.023, -2.010)  0.438
H (2.603, 1.920, -3.922)  0.498
N (-0.699, 2.648, 0.366)  -0.821
N (1.287, -0.349, -0.295)  -0.685
N (-0.071, -2.379, -1.729)  -0.873
O (2.385, 1.463, 0.637)  -0.570
O (1.073, 1.678, -2.264)  -0.571
O (0.754, -1.810, -3.739)  -0.589
O (3.029, 1.166, -3.293)  -0.750
S (-3.814, 0.089, 2.273)  0.168

Calculated values
total energy	-1216.39012	hartree
energy above the lowest of the compared OMol25 structures with the same formula, charge and spin	6.531	eV
F_max	0.118	hartree/bohr
charge	0
frontier orbital gap	9.01	eV
HOMO level	-8.92	eV

---

[2]
C9H17N5O | ωB97M-V/def2-TZVPD

Each line ends with the natural charge from an NBO analysis.
Positions of all 32 atoms, in Å:
C (-3.987, -2.192, -0.792)  -0.619
C (-3.756, -0.801, -0.296)  -0.371
C (-2.543, -0.590, 0.608)  -0.393
C (-2.508, 0.683, 1.230)  -0.517
C (-2.344, 1.583, 0.042)  0.662
O (-3.291, 2.417, -0.151)  -0.643
N (-1.206, 1.722, -0.211)  -0.522
C (0.038, 1.263, -0.181)  0.438
N (1.137, 1.553, -0.801)  -0.337
N (2.103, 0.702, -0.105)  0.027
N (1.472, 0.234, 0.871)  0.007
N (0.169, 0.417, 0.798)  -0.317
C (3.475, 0.538, -0.567)  -0.140
H (3.535, 0.705, -1.505)  0.221
C (4.162, -0.439, 0.122)  -0.451
C (5.578, -0.476, 0.005)  -0.613
H (6.187, -1.425, 0.440)  0.247
H (5.738, -0.630, -1.111)  0.195
H (6.236, 0.594, 0.106)  0.226
H (4.028, -0.258, 1.446)  0.211
H (3.657, -1.372, -0.119)  0.235
H (3.780, 1.779, -0.026)  0.180
H (-1.041, 2.654, -1.060)  0.379
H (-1.774, 0.766, 2.108)  0.255
H (-3.477, 1.135, 1.560)  0.256
H (-1.707, -0.902, 0.079)  0.207
H (-2.790, -1.591, 1.443)  0.174
H (-3.781, 0.096, -1.135)  0.217
H (-4.895, -0.581, 0.376)  0.177
H (-4.873, -2.298, -1.455)  0.212
H (-3.143, -2.335, -1.509)  0.189
H (-4.177, -2.954, -0.209)  0.208

Calculated values
total energy	-701.74926	hartree
energy above the lowest of the compared OMol25 structures with the same formula, charge and spin	11.049	eV
F_max	0.377	hartree/bohr
charge	0
frontier orbital gap	9.37	eV
HOMO level	-9.20	eV

---

[3]
C9H17NO2 | ωB97M-V/def2-TZVPD

Each line ends with the natural charge from an NBO analysis.
Positions of all 29 atoms, in Å:
C (2.999, 2.460, -0.850)  -0.642
C (1.858, 1.381, -1.018)  0.370
O (2.424, 0.064, -0.808)  -0.541
C (1.627, -0.449, 0.254)  -0.096
C (0.354, 0.219, 0.053)  0.189
C (-0.513, -0.418, -1.070)  -0.447
C (-1.089, -1.734, -0.576)  -0.223
N (-1.979, -1.613, 0.565)  -0.447
C (-3.121, -0.806, 0.331)  -0.420
C (-1.258, -1.043, 1.634)  -0.224
C (-0.418, 0.220, 1.313)  -0.424
O (0.841, 1.536, -0.137)  -0.515
H (2.509, 3.559, -0.822)  0.218
H (3.544, 2.246, 0.160)  0.218
H (3.744, 2.398, -1.691)  0.223
H (1.428, 1.494, -2.074)  0.134
H (2.120, -0.243, 1.291)  0.169
H (1.698, -1.519, 0.111)  0.199
H (0.071, -0.527, -1.999)  0.227
H (-1.312, 0.268, -1.244)  0.211
H (-1.562, -2.104, -1.491)  0.210
H (-0.249, -2.424, -0.359)  0.198
H (-3.622, -1.038, -0.712)  0.201
H (-3.861, -1.015, 1.130)  0.210
H (-2.919, 0.323, 0.236)  0.164
H (-1.939, -0.907, 2.485)  0.210
H (-0.593, -1.815, 1.996)  0.190
H (0.374, 0.458, 2.120)  0.225
H (-1.156, 1.029, 1.169)  0.215

Calculated values
total energy	-558.29385	hartree
energy above the lowest of the compared OMol25 structures with the same formula, charge and spin	2.243	eV
F_max	0.075	hartree/bohr
charge	0
frontier orbital gap	9.63	eV
SMILES string	C[C@H]1OCC2(CCN(C)CC2)O1
HOMO level	-8.77	eV

---

[4]
C9H17NO2P | ωB97M-V/def2-TZVPD

Each line ends with the natural charge from an NBO analysis.
Positions of all 30 atoms, in Å:
C (4.440, -0.820, 0.360)  -0.255
O (3.115, -1.130, 0.084)  -0.478
C (2.304, -0.157, -0.186)  0.367
C (2.357, 1.189, -0.128)  -0.380
C (1.113, 2.012, -0.021)  -0.197
C (-0.118, 1.543, 0.252)  -0.215
C (-0.475, 0.071, 0.403)  -0.552
P (-2.447, -0.435, -0.089)  1.865
C (-3.107, -1.000, 1.600)  -0.944
C (-3.416, 1.060, -0.314)  -1.031
O (-2.570, -1.334, -1.251)  -1.080
C (0.737, -0.757, -0.172)  -0.065
N (0.318, -0.897, -1.664)  -0.751
H (4.780, -0.230, -0.518)  0.187
H (4.757, -1.854, 0.429)  0.231
H (4.305, -0.152, 1.217)  0.201
H (3.329, 1.735, -0.232)  0.250
H (1.173, 3.059, -0.260)  0.240
H (-0.984, 2.085, 0.430)  0.209
H (-0.557, -0.096, 1.482)  0.257
H (-2.315, -1.615, 1.980)  0.237
H (-3.112, -0.149, 2.304)  0.249
H (-4.020, -1.447, 1.517)  0.256
H (-4.095, 1.157, 0.525)  0.267
H (-2.637, 1.811, -0.506)  0.250
H (-4.025, 0.956, -1.218)  0.284
H (0.775, -1.802, 0.014)  0.228
H (-0.790, -0.906, -1.672)  0.479
H (0.612, -1.828, -2.127)  0.452
H (0.553, -0.068, -2.238)  0.440

Calculated values
total energy	-899.39853	hartree
energy above the lowest of the compared OMol25 structures with the same formula, charge and spin	1.150	eV
F_max	0.107	hartree/bohr
charge	+1
frontier orbital gap	8.76	eV
SMILES string	COC1=CC=C[C@@H](P(C)(C)=O)[C@H]1[NH3+]
HOMO level	-11.95	eV

---

[5]
C9H18AgB3BrO7 | ωB97M-V/def2-TZVPD

Each line ends with the natural charge from an NBO analysis.
Positions of all 39 atoms, in Å:
C (0.238, -2.772, 1.642)  -0.658
C (-0.904, -3.641, 1.162)  0.084
O (-1.993, -3.623, 2.153)  -0.845
C (-1.501, -3.242, -0.173)  -0.087
O (-2.016, -1.912, -0.141)  -0.695
B (-1.534, -0.935, -0.930)  1.316
O (-2.255, 0.249, -1.071)  -0.863
B (-1.554, 1.423, -1.032)  1.225
C (-1.847, 2.690, -0.192)  -0.833
C (-0.777, 2.771, 0.917)  -0.037
O (-1.396, 3.256, 2.105)  -0.546
C (-0.699, 3.020, 3.259)  0.653
O (0.368, 3.469, 3.503)  -0.500
O (-0.317, 1.341, -1.783)  -0.878
B (0.410, 0.146, -1.631)  1.195
C (1.969, 0.302, -1.507)  -0.817
C (2.510, 1.272, -2.575)  -0.180
C (3.982, 1.622, -2.443)  -0.647
Br (1.534, 2.974, -2.368)  0.630
O (-0.296, -1.023, -1.590)  -0.884
H (1.120, -2.941, 1.020)  0.253
H (0.522, -3.039, 2.665)  0.243
H (-0.039, -1.713, 1.624)  0.210
H (-0.590, -4.687, 1.103)  0.210
H (-1.824, -2.924, 2.799)  0.510
H (-0.768, -3.366, -0.976)  0.219
H (-2.346, -3.905, -0.387)  0.198
H (-1.767, 3.577, -0.831)  0.261
H (-2.837, 2.678, 0.266)  0.283
H (-0.318, 1.790, 1.133)  0.147
H (0.040, 3.445, 0.636)  0.197
H (-1.257, 2.359, 3.941)  0.121
H (2.480, -0.660, -1.618)  0.279
H (2.225, 0.692, -0.512)  0.265
H (2.304, 0.911, -3.585)  0.247
H (4.228, 1.889, -1.412)  0.237
H (4.525, 0.703, -2.693)  0.264
H (4.300, 2.413, -3.123)  0.250
Ag (-3.920, -4.609, 2.646)  0.974

Calculated values
total energy	-3675.59147	hartree
⟨S²⟩	0.7539
energy above the lowest of the compared OMol25 structures with the same formula, charge and spin	0.000	eV
F_max	0.023	hartree/bohr
spin multiplicity	2
charge	+2
frontier orbital gap (spin up / spin down)	7.59 / 5.12	eV
HOMO level (spin up / spin down)	-15.28 / -15.28	eV

---

[6]
C9H18BrClN3O6PS | ωB97M-V/def2-TZVPD

Each line ends with the natural charge from an NBO analysis.
Positions of all 40 atoms, in Å:
C (1.161, -1.430, 2.485)  -0.645
C (0.128, -0.197, 2.816)  -0.430
C (-0.051, 0.855, 1.528)  -0.098
O (1.031, 0.695, 0.544)  -0.547
C (0.540, 0.971, -0.842)  -0.367
P (-0.556, -0.438, -1.508)  1.201
Br (1.320, -1.743, -1.582)  -0.369
C (-0.860, -0.903, -3.332)  -0.829
C (0.015, 0.020, -4.418)  0.567
O (0.910, 0.950, -4.054)  -0.538
Cl (-0.346, -0.267, -6.239)  -0.044
N (-2.075, 0.472, -1.340)  -0.826
C (-2.228, 1.440, -2.299)  0.255
S (-2.178, 2.889, -3.240)  0.044
H (0.978, -2.386, 3.174)  0.219
H (2.272, -1.054, 2.702)  0.219
H (1.083, -1.823, 1.378)  0.219
H (0.586, 0.412, 3.731)  0.211
H (-0.937, -0.633, 3.119)  0.217
H (-1.130, 0.658, 1.118)  0.183
H (-0.066, 1.959, 1.978)  0.195
H (0.042, 2.028, -0.797)  0.242
H (1.521, 0.998, -1.517)  0.263
H (-1.080, -1.379, -0.507)  0.051
H (-2.002, -0.992, -3.639)  0.287
H (-0.424, -2.006, -3.472)  0.310
C (1.402, 5.278, -2.521)  -0.486
N (0.931, 4.968, -1.144)  0.524
O (1.634, 5.356, -0.204)  -0.359
O (-0.132, 4.343, -1.046)  -0.388
H (2.343, 5.827, -2.456)  0.234
H (1.544, 4.329, -3.042)  0.244
H (0.633, 5.885, -3.003)  0.236
C (-1.115, -5.547, 3.674)  -0.483
N (-0.534, -4.327, 4.296)  0.521
O (-1.288, -3.359, 4.454)  -0.370
O (0.661, -4.374, 4.608)  -0.371
H (-2.168, -5.364, 3.452)  0.232
H (-0.557, -5.747, 2.757)  0.239
H (-1.007, -6.365, 4.390)  0.237

Calculated values
total energy	-4742.77713	hartree
F_max	0.192	hartree/bohr
charge	0
frontier orbital gap	8.69	eV
SMILES string	CCCOC[PH](Br)(CC(=O)Cl)N=C=S.C[N+](=O)[O-].C[N+](=O)[O-]
HOMO level	-9.49	eV

---

Which formula does entry 2 have? C9H17N5O

---

Which value of F_max does entry 1 give? 0.118 hartree/bohr

---

What did the sixth record say?
C9H18BrClN3O6PS | ωB97M-V/def2-TZVPD

Each line ends with the natural charge from an NBO analysis.
Positions of all 40 atoms, in Å:
C (1.161, -1.430, 2.485)  -0.645
C (0.128, -0.197, 2.816)  -0.430
C (-0.051, 0.855, 1.528)  -0.098
O (1.031, 0.695, 0.544)  -0.547
C (0.540, 0.971, -0.842)  -0.367
P (-0.556, -0.438, -1.508)  1.201
Br (1.320, -1.743, -1.582)  -0.369
C (-0.860, -0.903, -3.332)  -0.829
C (0.015, 0.020, -4.418)  0.567
O (0.910, 0.950, -4.054)  -0.538
Cl (-0.346, -0.267, -6.239)  -0.044
N (-2.075, 0.472, -1.340)  -0.826
C (-2.228, 1.440, -2.299)  0.255
S (-2.178, 2.889, -3.240)  0.044
H (0.978, -2.386, 3.174)  0.219
H (2.272, -1.054, 2.702)  0.219
H (1.083, -1.823, 1.378)  0.219
H (0.586, 0.412, 3.731)  0.211
H (-0.937, -0.633, 3.119)  0.217
H (-1.130, 0.658, 1.118)  0.183
H (-0.066, 1.959, 1.978)  0.195
H (0.042, 2.028, -0.797)  0.242
H (1.521, 0.998, -1.517)  0.263
H (-1.080, -1.379, -0.507)  0.051
H (-2.002, -0.992, -3.639)  0.287
H (-0.424, -2.006, -3.472)  0.310
C (1.402, 5.278, -2.521)  -0.486
N (0.931, 4.968, -1.144)  0.524
O (1.634, 5.356, -0.204)  -0.359
O (-0.132, 4.343, -1.046)  -0.388
H (2.343, 5.827, -2.456)  0.234
H (1.544, 4.329, -3.042)  0.244
H (0.633, 5.885, -3.003)  0.236
C (-1.115, -5.547, 3.674)  -0.483
N (-0.534, -4.327, 4.296)  0.521
O (-1.288, -3.359, 4.454)  -0.370
O (0.661, -4.374, 4.608)  -0.371
H (-2.168, -5.364, 3.452)  0.232
H (-0.557, -5.747, 2.757)  0.239
H (-1.007, -6.365, 4.390)  0.237

Calculated values
total energy	-4742.77713	hartree
F_max	0.192	hartree/bohr
charge	0
frontier orbital gap	8.69	eV
SMILES string	CCCOC[PH](Br)(CC(=O)Cl)N=C=S.C[N+](=O)[O-].C[N+](=O)[O-]
HOMO level	-9.49	eV